[1]
One molecule with the formula CH2O2S at a distorted geometry, computed with wB97M-V/def2-TZVPD.

Each line ends with the Löwdin charge.
CARTESIAN COORDINATES (ANGSTROEM)
O: 0.5116 -0.4330 0.9814  0.012
C: -0.4960 -0.0985 0.1575  -0.994
O: -0.1339 0.4330 -1.0453  0.011
S: -2.0379 -0.2574 0.6256  0.730
H: 1.3516 -0.2323 0.4962  0.129
H: 0.8046 0.5882 -1.2154  0.112

Forces on atoms 1 to 3 (eV/Å):
O 1.11 0.45 -1.32
C 0.04 0.49 -0.06
O -0.65 -0.31 0.41

Properties
E_tot ... -587.95371 a.u.
Kohn-Sham gap ... 8.8846 eV
Energy above the lowest of the compared OMol25 structures with the same formula, charge and spin ... 20.75 kcal per mole
Total charge ... 0
SMILES ... OC(O)=S
E_LUMO ... -0.1147 eV

***

[2]
C2H6NO2S as an isolated structure at a distorted geometry, computed with wB97M-V/def2-TZVPD.

Each line ends with the Löwdin charge.
CARTESIAN COORDINATES (ANGSTROEM)
C: 0.1166 0.1828 1.6776  -0.339
C: 0.3584 -0.4428 -1.5809  -0.148
N: 1.1556 -0.5859 1.0981  -0.348
O: 1.3703 -2.6345 -0.2354  -0.416
O: -1.1962 -1.8092 0.2856  -0.574
S: 0.5304 -1.4884 -0.0253  0.627
H: 0.5799 0.5649 2.5741  0.033
H: -0.7817 -0.4384 2.0490  0.076
H: -0.0964 1.0580 1.0584  0.045
H: -0.6332 -0.6170 -1.7014  -0.024
H: 0.5808 0.6079 -1.4333  0.046
H: 0.8170 -0.9572 -2.3797  0.021

Forces on atoms 1 to 3 (eV/Å):
C -0.63 0.19 1.94
C 1.33 -0.90 1.76
N -0.41 -1.80 -1.49

Properties
E_tot ... -683.16210 a.u.
Kohn-Sham gap ... 7.9456 eV
Energy above the lowest of the compared OMol25 structures with the same formula, charge and spin ... 102.62 kcal per mole
Total charge ... -1
E_LUMO ... 4.1610 eV

***

[3]
A 6-piece molecular cluster, C29H59BBrFN3O21S overall at a distorted geometry, computed with wB97M-V/def2-TZVPD.

Each line ends with the Löwdin charge.
CARTESIAN COORDINATES (ANGSTROEM)
C: -2.2137 2.4034 1.1836  -0.035
C: -1.6599 1.1812 0.4749  -0.168
O: -0.2183 1.3436 0.2643  0.084
B: 0.3872 0.4418 -0.5301  -0.683
O: 0.3729 0.4575 -1.9026  0.196
N: 1.0487 -0.7495 0.1320  0.161
C: 0.9909 -0.7720 1.6398  -0.076
C: 1.8423 0.3234 2.2908  -0.101
C: 2.9525 -0.1865 3.2299  -0.224
O: 2.8000 0.3747 4.5098  -0.181
C: 2.7100 -0.5639 5.5652  -0.091
C: 2.1146 -1.2484 -0.4935  -0.312
N: 2.9379 -0.4435 -1.2463  0.084
C: 4.0374 0.2393 -0.5033  -0.143
C: 5.2947 0.1628 -1.3659  -0.808
O: 6.2456 -0.4961 -1.1080  0.078
Br: 5.1671 1.2396 -2.9430  0.823
N: 2.4080 -2.5607 -0.4798  0.087
S: 1.4855 -3.8784 0.0476  0.627
O: 0.1185 -3.6206 -0.1097  -0.174
O: 2.1763 -4.9697 -0.5018  -0.176
F: 1.8366 -3.8100 1.5531  -0.101
H: -2.7489 3.0511 0.4941  0.084
H: -2.8864 2.1188 1.9889  0.082
H: -1.3872 2.9784 1.5992  0.084
H: -1.8065 0.2714 1.0590  0.113
H: -2.1178 1.0499 -0.5055  0.130
H: 1.0276 1.0677 -2.2601  0.108
H: -0.0578 -0.6854 1.9013  0.124
H: 1.3074 -1.7518 1.9753  0.094
H: 2.2551 0.9870 1.5309  0.105
H: 1.1918 0.9456 2.9033  0.133
H: 3.9410 0.0974 2.8521  0.119
H: 2.9348 -1.2815 3.2933  0.114
H: 2.5558 0.0047 6.4774  0.094
H: 1.8686 -1.2504 5.4227  0.090
H: 3.6298 -1.1479 5.6622  0.093
H: 3.2616 -0.9145 -2.0865  0.139
H: 3.7773 1.2855 -0.3486  0.123
H: 4.2515 -0.2440 0.4497  0.125
H: 3.2754 -2.8749 -0.9024  0.160
C: 9.4373 0.1457 -2.0703  -0.064
C: 10.1028 -1.1299 -1.6056  -0.210
O: 11.5043 -0.9475 -1.3560  0.040
C: 11.7996 -0.3465 -0.2022  -0.614
O: 11.0052 0.0119 0.6308  0.115
O: 13.1191 -0.2178 -0.1262  0.010
C: 13.5911 0.4498 1.0507  -0.030
H: 9.9452 0.5444 -2.9489  0.086
H: 8.3944 -0.0484 -2.3170  0.046
H: 9.4637 0.9046 -1.2888  0.079
H: 10.0602 -1.8954 -2.3782  0.124
H: 9.6263 -1.5231 -0.7075  0.121
H: 13.2000 -0.0285 1.9455  0.096
H: 13.2935 1.4967 1.0354  0.098
H: 14.6723 0.3661 1.0165  0.095
C: -1.1092 -6.1978 -1.8854  -0.058
C: -1.7345 -7.1594 -0.8981  -0.208
O: -2.8912 -7.8049 -1.4442  0.037
C: -2.6329 -8.7955 -2.3045  -0.612
O: -1.5383 -9.1849 -2.6194  0.124
O: -3.7904 -9.2742 -2.7439  0.010
C: -3.6742 -10.3297 -3.7082  -0.028
H: -1.8565 -5.4822 -2.2338  0.081
H: -0.2941 -5.6502 -1.4134  0.033
H: -0.7117 -6.7208 -2.7535  0.083
H: -2.0996 -6.6281 -0.0203  0.120
H: -1.0119 -7.9074 -0.5719  0.126
H: -3.0458 -11.1301 -3.3252  0.097
H: -3.2542 -9.9473 -4.6365  0.099
H: -4.6862 -10.6852 -3.8709  0.095
C: -3.9995 -3.3527 0.0410  -0.060
C: -5.0909 -2.8112 -0.8569  -0.204
O: -6.2607 -2.4162 -0.1265  0.044
C: -6.1913 -1.2617 0.5287  -0.613
O: -5.2469 -0.5097 0.5524  0.104
O: -7.3460 -1.0693 1.1549  0.015
C: -7.4090 0.1222 1.9473  -0.029
H: -4.3824 -4.1613 0.6644  0.087
H: -3.1884 -3.7411 -0.5775  0.065
H: -3.6050 -2.5771 0.6968  0.067
H: -5.4531 -3.5842 -1.5311  0.127
H: -4.7337 -1.9750 -1.4590  0.123
H: -7.1349 0.9968 1.3608  0.087
H: -6.7510 0.0363 2.8105  0.098
H: -8.4384 0.2059 2.2815  0.097
C: -7.1786 7.1474 2.5046  -0.064
C: -7.9640 6.1096 3.2741  -0.207
O: -9.0481 5.5699 2.4958  0.041
C: -8.7081 4.6635 1.5863  -0.614
O: -7.5986 4.2342 1.3852  0.110
O: -9.8092 4.2941 0.9338  0.011
C: -9.5845 3.3634 -0.1273  -0.032
H: -7.8413 7.9337 2.1430  0.084
H: -6.4285 7.5976 3.1552  0.080
H: -6.6727 6.6989 1.6511  0.074
H: -8.4527 6.5515 4.1397  0.124
H: -7.3271 5.2936 3.6148  0.121
H: -9.0342 2.4959 0.2308  0.080
H: -9.0292 3.8375 -0.9352  0.100
H: -10.5644 3.0625 -0.4837  0.096
C: 1.4298 7.6397 -1.2247  -0.060
C: 0.8458 6.4907 -0.4358  -0.204
O: -0.1778 5.7945 -1.1764  0.041
C: 0.2535 4.9593 -2.1103  -0.615
O: 1.4042 4.6875 -2.3561  0.107
O: -0.8073 4.4327 -2.7254  0.010
C: -0.4890 3.5935 -3.8359  -0.030
H: 0.6402 8.3179 -1.5482  0.086
H: 2.1300 8.1949 -0.6007  0.084
H: 1.9617 7.2799 -2.1040  0.077
H: 0.3322 6.8467 0.4544  0.124
H: 1.6131 5.7785 -0.1327  0.119
H: 0.2612 2.8616 -3.5448  0.071
H: -0.1211 4.1768 -4.6780  0.104
H: -1.4128 3.0934 -4.1094  0.100

Forces on atoms 1 to 3 (eV/Å):
C 0.15 0.05 -0.08
C -0.04 0.29 -0.17
O -0.11 -0.45 0.24

Properties
E_tot ... -5981.49729 a.u.
Kohn-Sham gap ... 7.6035 eV
Total charge ... +1
E_LUMO ... -4.5940 eV

***

Question: Look up the E_LUMO of the second one.
Answer: 4.1610 eV